Entry 1:
The following is a quantum chemistry calculation of 2 unconnected molecules or ions with the total composition C44H47N3O2, from the OMol25 dataset.

Computed properties:
HOMO energy   -4.408 eV
Calculated total energy   -54949.6391 eV
LUMO level   -2.3 eV
Molar mass   649.879 u
2S+1   1
HOMO-LUMO gap   2.2 eV

Geometry (Å):
C 2.23 7.00 -2.05
C 2.50 5.54 -2.35
C 2.22 5.26 -3.81
C 3.92 5.15 -1.99
O 1.65 4.57 -1.56
C 0.83 4.98 -0.57
C -0.09 3.87 -0.05
N -1.26 4.12 -0.46
C -2.31 3.91 -1.20
C -3.12 5.08 -1.59
C -4.50 4.96 -1.89
C -5.25 6.08 -2.25
C -4.63 7.34 -2.35
C -3.26 7.47 -2.08
C -2.52 6.35 -1.65
C -2.63 2.55 -1.61
C -3.42 2.31 -2.75
C -3.87 1.03 -3.03
C -3.43 -0.05 -2.25
C -2.49 0.16 -1.23
C -2.09 1.46 -0.91
O 0.70 6.14 -0.20
H 2.62 7.29 -1.07
H 2.74 7.62 -2.79
H 1.16 7.23 -2.12
H 2.31 4.19 -4.03
H 1.21 5.59 -4.10
H 2.92 5.81 -4.44
H 3.99 4.06 -1.92
H 4.66 5.50 -2.72
H 4.17 5.60 -1.02
H 0.30 3.27 0.77
H -4.96 3.98 -1.82
H -6.33 5.98 -2.42
H -5.23 8.22 -2.58
H -2.76 8.44 -2.17
H -1.48 6.46 -1.34
H -3.63 3.15 -3.42
H -4.55 0.88 -3.87
H -3.81 -1.06 -2.42
H -2.05 -0.67 -0.68
H -1.38 1.67 -0.11
C 4.53 -8.20 3.29
N 3.99 -7.18 4.18
C 4.25 -7.32 5.59
C 3.23 -6.16 3.70
C 2.64 -5.20 4.57
C 1.95 -4.11 4.06
C 1.77 -3.91 2.66
C 1.02 -2.78 2.09
C 0.53 -1.70 2.87
C -0.40 -0.70 2.48
C -1.56 -0.49 3.30
C -2.69 0.19 2.77
C -3.95 0.01 3.33
C -4.13 -0.82 4.45
C -3.00 -1.37 5.08
C -1.73 -1.15 4.57
C 0.78 -2.77 0.63
C -0.50 -3.00 0.06
C -0.63 -3.21 -1.31
C 0.44 -2.85 -2.18
N 0.26 -2.74 -3.53
C 1.40 -2.42 -4.36
C -0.92 -3.21 -4.24
C 1.70 -2.52 -1.60
C 1.87 -2.58 -0.23
C 2.26 -4.95 1.82
C 2.98 -6.03 2.30
H 5.03 -7.74 2.42
H 5.29 -8.76 3.85
H 3.77 -8.90 2.92
H 3.34 -7.63 6.14
H 5.02 -8.07 5.74
H 4.58 -6.37 6.04
H 2.78 -5.29 5.65
H 1.58 -3.35 4.74
H 0.87 -1.65 3.91
H -0.33 -0.19 1.52
H -2.52 0.77 1.87
H -4.81 0.49 2.85
H -5.13 -1.05 4.82
H -3.12 -2.01 5.96
H -0.86 -1.55 5.10
H -1.38 -3.09 0.70
H -1.55 -3.62 -1.73
H 2.00 -1.66 -3.86
H 2.02 -3.31 -4.58
H 1.02 -1.99 -5.29
H -1.03 -4.30 -4.19
H -1.84 -2.73 -3.87
H -0.79 -2.91 -5.29
H 2.55 -2.23 -2.21
H 2.88 -2.46 0.19
H 2.07 -4.92 0.75
H 3.37 -6.78 1.62

Charge distribution, Löwdin scheme, values in e: -0.050, -0.549, -0.031, -0.026, 0.025, -0.421, -0.004, 0.137, -0.165, -0.151, -0.048, -0.081, -0.092, -0.074, -0.012, -0.160, -0.051, -0.078, -0.084, -0.068, -0.026, 0.057, 0.090, 0.096, 0.088, 0.092, 0.092, 0.091, 0.092, 0.091, 0.091, 0.117, 0.110, 0.104, 0.100, 0.104, 0.098, 0.116, 0.103, 0.096, 0.089, 0.085, -0.064, -0.197, -0.068, -0.236, -0.021, -0.020, -0.165, -0.124, -0.058, -0.029, -0.232, -0.042, -0.090, -0.101, -0.095, -0.036, -0.225, -0.031, -0.030, -0.229, -0.200, -0.072, -0.061, -0.025, -0.045, -0.022, -0.021, 0.084, 0.079, 0.097, 0.094, 0.079, 0.086, 0.094, 0.100, 0.095, 0.097, 0.092, 0.102, 0.096, 0.102, 0.098, 0.125, 0.102, 0.074, 0.101, 0.082, 0.094, 0.078, 0.080, 0.089, 0.128, 0.108, 0.093

Entry 2:
The following is a quantum chemistry calculation of a molecular structure, C44H47N5O3PS4Tl, from the OMol25 dataset.

Computed properties:
HOMO energy (alpha / beta)   -12.807 / -12.829 eV
Calculated total energy   -117292.1206 eV
LUMO level (alpha / beta)   -6.5 / -6.2 eV
Total charge   +2
Molar mass   1057.517 u
2S+1   1
HOMO-LUMO gap (alpha / beta)   6.3 / 6.6 eV

Geometry (Å):
Tl 0.24 -0.04 -0.14
C -3.30 -3.90 -0.23
C -2.08 -3.05 -0.39
N -1.72 -2.19 0.51
N -2.18 -2.28 1.72
C -2.14 -1.07 2.45
O -1.43 -0.13 2.15
C -3.00 -1.10 3.65
C -3.22 0.09 4.35
C -4.04 0.11 5.46
C -4.64 -1.07 5.89
C -4.42 -2.25 5.21
C -3.61 -2.28 4.09
C -1.21 -3.21 -1.57
C -1.37 -4.30 -2.42
C -0.46 -4.50 -3.45
C 0.58 -3.60 -3.59
C 0.67 -2.53 -2.71
N -0.20 -2.33 -1.72
H -3.99 -3.44 0.48
H -3.00 -4.87 0.18
H -3.81 -4.07 -1.17
H -2.72 0.99 4.01
H -4.20 1.03 6.00
H -5.27 -1.06 6.76
H -4.89 -3.17 5.55
H -3.43 -3.20 3.55
H -2.19 -4.99 -2.27
H -0.56 -5.34 -4.11
H 1.32 -3.72 -4.37
H 1.46 -1.80 -2.79
O 1.12 -1.91 1.31
S 1.98 -2.78 2.18
C 3.62 -2.86 1.34
C 4.70 -2.28 2.24
C 4.55 -0.77 2.41
C 5.09 -0.02 1.21
S 4.15 1.46 0.75
O 2.75 0.97 0.52
C 4.13 2.30 2.33
C 3.02 2.19 3.15
C 3.00 2.87 4.36
C 4.09 3.65 4.73
C 5.19 3.76 3.90
C 5.22 3.09 2.69
C 1.41 -4.44 1.86
C 1.22 -5.29 2.94
C 0.73 -6.57 2.72
C 0.42 -6.97 1.43
C 0.60 -6.10 0.36
C 1.09 -4.83 0.57
H 3.49 -2.29 0.42
H 3.82 -3.90 1.08
H 5.68 -2.51 1.81
H 4.67 -2.78 3.21
H 5.08 -0.44 3.31
H 3.50 -0.52 2.57
H 5.04 -0.61 0.29
H 6.14 0.29 1.33
H 2.19 1.56 2.83
H 2.15 2.78 5.01
H 4.07 4.18 5.68
H 6.03 4.38 4.19
H 6.07 3.19 2.03
H 1.46 -4.95 3.95
H 0.59 -7.24 3.55
H 0.04 -7.97 1.26
H 0.35 -6.43 -0.64
H 1.22 -4.14 -0.25
S 2.73 4.73 0.00
C 2.08 4.71 -1.59
C 0.83 4.20 -1.57
N 0.39 3.84 -0.32
C 1.29 4.05 0.59
H 2.64 5.08 -2.43
H 0.19 4.06 -2.43
H 1.16 3.81 1.63
S 2.94 2.14 -4.35
C 1.53 1.48 -5.08
C 0.80 0.83 -4.14
N 1.31 0.84 -2.87
C 2.43 1.50 -2.84
H 1.33 1.60 -6.13
H -0.13 0.31 -4.33
H 3.00 1.64 -1.94
C -2.47 4.18 -0.88
P -1.70 2.74 -0.07
C -1.68 3.06 1.70
C -2.89 1.41 -0.47
C -2.72 0.73 -1.67
C -3.61 -0.26 -2.04
C -4.67 -0.59 -1.21
C -4.85 0.09 -0.01
C -3.96 1.09 0.36
H -3.51 4.21 -0.57
H -2.45 4.05 -1.96
H -1.96 5.10 -0.61
H -2.71 3.10 2.07
H -1.22 4.03 1.87
H -1.15 2.27 2.22
H -1.88 0.97 -2.32
H -3.48 -0.78 -2.99
H -5.37 -1.36 -1.50
H -5.68 -0.16 0.64
H -4.11 1.59 1.31

Results of the Löwdin charge analysis, in e, for atoms 1 through 99: 0.927, -0.005, -0.227, 0.076, 0.150, -0.398, -0.049, -0.152, -0.022, -0.061, -0.056, -0.058, -0.021, -0.236, 0.000, -0.030, -0.026, -0.134, 0.060, 0.080, 0.108, 0.087, 0.103, 0.111, 0.114, 0.112, 0.107, 0.115, 0.122, 0.117, 0.100, -0.681, 1.017, -0.292, -0.238, -0.234, -0.310, 0.945, -0.670, -0.414, -0.097, -0.059, -0.057, -0.055, -0.080, -0.387, -0.072, -0.058, -0.060, -0.064, -0.078, 0.096, 0.101, 0.126, 0.117, 0.127, 0.085, 0.092, 0.106, 0.108, 0.112, 0.115, 0.116, 0.118, 0.112, 0.115, 0.113, 0.106, 0.101, 1.089, -0.359, -0.231, -0.114, -0.444, 0.082, 0.122, 0.082, 1.043, -0.377, -0.260, -0.071, -0.505, 0.075, 0.106, 0.046, -0.198, 0.985, -0.204, -0.394, -0.136, -0.066, -0.063, -0.051, -0.076, 0.068, 0.059, 0.057, 0.060, 0.055